1.
{"formula": "C24H51BN3O25", "method": "the ωB97M-V functional and the def2-TZVPD basis", "species": ["N", "C", "N", "C", "O", "C", "O", "B", "O", "O", "N", "H", "H", "H", "H", "H", "H", "H", "H", "H", "C", "O", "C", "O", "O", "C", "H", "H", "H", "H", "H", "H", "C", "O", "C", "O", "O", "C", "H", "H", "H", "H", "H", "H", "C", "O", "C", "O", "O", "C", "H", "H", "H", "H", "H", "H", "C", "O", "C", "O", "O", "C", "H", "H", "H", "H", "H", "H", "C", "O", "C", "O", "O", "C", "H", "H", "H", "H", "H", "H", "C", "O", "C", "O", "O", "C", "H", "H", "H", "H", "H", "H", "C", "O", "C", "O", "O", "C", "H", "H", "H", "H", "H", "H"], "coordinates": [[2.49957, -0.02281, -0.10273], [1.50012, 0.89757, 0.05906], [1.54897, 2.08712, -0.47865], [0.29570, 2.58546, -1.12178], [-0.63954, 1.54252, -1.06451], [-0.91648, 1.09763, 0.24953], [-1.77888, 0.07279, 0.18604], [-3.08982, 0.26308, -0.32747], [-3.98359, 0.91299, 0.47553], [-3.42634, -0.29394, -1.51828], [0.37605, 0.59247, 0.83896], [2.30406, -0.84489, -0.64842], [3.35177, -0.01916, 0.42955], [2.40324, 2.25959, -1.01187], [0.47684, 2.78984, -2.16908], [-0.07742, 3.47924, -0.62786], [-1.30335, 1.92605, 0.85564], [-4.34724, 1.72034, 0.10533], [-2.96954, 0.03467, -2.29508], [0.51305, 1.15391, 1.67974], [1.02189, -2.41734, 2.53930], [2.40394, -2.49320, 2.16482], [3.24418, -2.39789, 3.19604], [2.92443, -2.26236, 4.34709], [4.48703, -2.46410, 2.73069], [5.50388, -2.39692, 3.74389], [0.44934, -2.50522, 1.62154], [0.75096, -3.22816, 3.20972], [0.80534, -1.46032, 3.00826], [5.40319, -3.22740, 4.43735], [5.44103, -1.45684, 4.28660], [6.44631, -2.46480, 3.21175], [6.13303, 4.38599, -3.78412], [6.24020, 4.95184, -2.46977], [5.24974, 4.66925, -1.64737], [4.28272, 3.98884, -1.91026], [5.47409, 5.26254, -0.48339], [4.48741, 5.01909, 0.52075], [7.01916, 4.71886, -4.31202], [6.11362, 3.30028, -3.73030], [5.23830, 4.74983, -4.28310], [4.44587, 3.95662, 0.75923], [3.50927, 5.37399, 0.20141], [4.80733, 5.57721, 1.39345], [-4.86235, -2.87565, 5.04546], [-3.48506, -2.93420, 4.64464], [-2.61780, -2.83056, 5.64957], [-2.90092, -2.68820, 6.80625], [-1.38283, -2.91599, 5.15345], [-0.35847, -2.82857, 6.15216], [-5.43741, -2.97496, 4.12934], [-5.09605, -3.69141, 5.72450], [-5.07980, -1.92526, 5.52691], [-0.45402, -3.63766, 6.87169], [-0.40562, -1.87241, 6.66829], [0.58711, -2.91092, 5.62427], [-5.15194, -6.50962, -0.84892], [-5.44896, -5.21089, -0.31149], [-4.38994, -4.53515, 0.10463], [-3.24738, -4.91663, 0.06233], [-4.79014, -3.35594, 0.57721], [-3.72526, -2.54106, 1.07215], [-6.10995, -6.92576, -1.13978], [-4.49801, -6.42766, -1.71391], [-4.68337, -7.13522, -0.09289], [-3.00687, -2.33366, 0.27872], [-3.21828, -3.01870, 1.90219], [-4.19006, -1.62064, 1.41884], [-0.03633, 8.36535, 3.45124], [0.50625, 9.26848, 2.48359], [1.24079, 8.70431, 1.53586], [1.47434, 7.52426, 1.42983], [1.67924, 9.65597, 0.72311], [2.50194, 9.20199, -0.35518], [-0.59908, 8.98520, 4.14034], [-0.69470, 7.64337, 2.97307], [0.76041, 7.84601, 3.97882], [1.95140, 8.51355, -0.99300], [3.39879, 8.71730, 0.02499], [2.76782, 10.09455, -0.91058], [-1.30993, -11.15539, -3.34281], [-1.77388, -9.81320, -3.15661], [-1.20674, -9.17521, -2.13565], [-0.37238, -9.62854, -1.39812], [-1.72162, -7.94988, -2.07113], [-1.20437, -7.14447, -1.00352], [-1.85784, -11.53441, -4.19894], [-0.24144, -11.16636, -3.54450], [-1.52123, -11.75884, -2.46323], [-0.12917, -7.01331, -1.11155], [-1.42169, -7.60137, -0.04076], [-1.71171, -6.19165, -1.07438], [-0.32323, 1.58729, -5.59628], [-0.19838, 2.99248, -5.35928], [-0.92634, 3.74223, -6.20075], [-1.62916, 3.31415, -7.07240], [-0.73064, 5.01690, -5.89105], [-1.45028, 5.94156, -6.72409], [0.30381, 1.10171, -4.85289], [-1.35531, 1.26594, -5.47030], [0.01885, 1.31536, -6.59139], [-2.52107, 5.77496, -6.63973], [-1.14270, 5.83563, -7.76098], [-1.19038, 6.92654, -6.35255]], "forces_ev_per_angstrom": [[0.412, 0.838, 0.054], [-0.165, -0.061, 0.521], [0.898, -0.619, -1.553], [-0.918, -0.041, 1.013], [0.094, 0.262, -0.333], [0.357, -0.042, 0.423], [0.046, -0.332, -0.485], [-0.052, -0.119, 0.196], [0.694, 0.372, 0.223], [-0.359, 0.518, -0.066], [-0.848, 0.360, -0.840], [-0.361, -0.385, 0.489], [0.158, 0.112, -0.026], [-0.058, 0.208, -0.061], [0.368, 0.009, -0.093], [0.087, 0.156, 0.168], [0.030, 0.154, 0.010], [-0.598, -0.231, -0.140], [0.320, -0.391, -0.087], [0.114, -0.518, 0.428], [-0.260, -0.051, -0.115], [-0.064, 0.075, -0.080], [-0.007, -0.057, 0.049], [-0.009, 0.022, 0.066], [0.065, 0.067, -0.044], [0.095, -0.025, -0.030], [0.065, -0.007, -0.071], [0.057, 0.002, 0.065], [0.010, -0.020, 0.107], [-0.035, -0.007, 0.027], [-0.036, 0.007, 0.027], [0.011, -0.006, -0.018], [0.047, 0.018, -0.051], [0.072, 0.019, -0.034], [-0.078, 0.084, -0.007], [-0.249, -0.315, 0.055], [0.043, 0.002, 0.066], [-0.049, 0.075, 0.099], [0.022, 0.012, -0.002], [-0.028, -0.022, 0.018], [-0.039, -0.008, 0.014], [-0.014, -0.020, -0.014], [-0.013, -0.001, -0.026], [0.043, 0.022, 0.002], [-0.044, -0.013, -0.104], [-0.053, 0.020, -0.147], [-0.055, -0.079, -0.058], [-0.027, 0.052, 0.179], [0.042, 0.046, -0.050], [0.283, -0.005, 0.001], [0.025, -0.002, -0.006], [0.018, -0.005, 0.046], [0.018, 0.008, 0.039], [-0.063, 0.004, 0.035], [-0.071, 0.001, 0.042], [-0.005, 0.004, -0.049], [-0.075, -0.028, -0.023], [-0.049, -0.038, -0.018], [-0.027, -0.016, -0.036], [0.100, 0.052, 0.030], [0.004, 0.065, 0.072], [-0.035, 0.203, -0.039], [-0.022, 0.000, -0.003], [0.041, 0.011, 0.002], [0.038, 0.005, 0.015], [0.007, -0.081, 0.012], [0.078, -0.128, 0.114], [-0.070, -0.034, -0.024], [-0.033, 0.036, 0.053], [-0.050, 0.039, 0.043], [0.042, 0.005, 0.000], [0.013, -0.180, -0.032], [0.015, 0.061, -0.047], [0.022, 0.054, -0.033], [-0.009, 0.017, 0.011], [0.011, -0.029, -0.023], [0.024, -0.028, -0.016], [-0.009, -0.036, 0.008], [0.002, -0.033, 0.017], [0.004, 0.020, -0.008], [-0.045, -0.040, -0.073], [-0.023, -0.025, -0.037], [-0.014, -0.021, -0.022], [0.076, -0.027, 0.063], [-0.049, 0.106, 0.016], [0.051, 0.072, -0.015], [-0.013, 0.000, -0.015], [0.030, 0.008, 0.030], [0.021, 0.004, 0.037], [0.029, -0.087, 0.005], [0.029, -0.045, 0.015], [-0.061, 0.007, -0.020], [0.017, -0.175, 0.145], [0.038, -0.106, 0.070], [0.070, -0.002, 0.063], [-0.079, -0.009, -0.086], [-0.024, 0.079, 0.002], [0.026, 0.084, 0.027], [0.043, 0.042, 0.014], [-0.041, 0.022, -0.071], [-0.024, 0.086, -0.061], [-0.020, -0.036, -0.015], [-0.008, -0.035, -0.026], [0.010, 0.014, 0.012]], "mulliken_charge": [-0.2848, 0.0202, 0.1825, -0.4329, -0.3446, -0.1487, -0.7055, 1.2043, -0.6086, -0.5216, -0.1396, 0.2257, 0.1988, 0.2272, 0.3079, 0.3807, 0.4754, 0.3265, 0.3035, 0.4010, -0.6487, -0.3025, 0.7798, -0.5393, -0.3606, -0.6457, 0.2406, 0.3629, 0.2399, 0.3081, 0.3061, 0.2306, -0.6274, -0.3325, 0.8103, -0.5656, -0.3143, -0.5132, 0.2235, 0.2915, 0.2956, 0.2504, 0.2497, 0.2169, -0.6961, -0.1431, 0.6351, -0.5509, -0.1983, -0.5660, 0.1851, 0.3132, 0.3329, 0.3270, 0.3144, 0.0838, -0.6125, -0.3537, 0.7691, -0.5324, -0.3908, -0.6214, 0.2425, 0.2838, 0.2891, 0.2223, 0.3985, 0.2313, -0.6160, -0.3228, 0.8177, -0.5603, -0.3005, -0.5712, 0.2209, 0.2818, 0.2920, 0.2683, 0.2643, 0.2217, -0.6327, -0.3198, 0.7736, -0.5393, -0.2992, -0.5927, 0.2163, 0.2972, 0.2963, 0.3878, 0.2981, 0.1302, -0.6964, -0.2190, 0.7018, -0.5286, -0.2819, -0.6404, 0.1840, 0.3220, 0.3437, 0.3006, 0.3021, 0.2133], "homo_ev": -12.0, "charge": 1, "gap_ev": 7.42}

***

2.
{"formula": "C20H16BrFMnN3O6", "method": "the ωB97M-V functional and the def2-TZVPD basis", "species": ["Mn", "O", "C", "C", "C", "C", "C", "C", "C", "O", "N", "O", "O", "H", "H", "H", "H", "F", "C", "C", "C", "C", "C", "C", "H", "H", "H", "H", "N", "N", "H", "H", "H", "H", "Br", "C", "C", "C", "C", "C", "C", "C", "O", "O", "H", "H", "H", "H"], "coordinates": [[0.17947, -0.35475, -0.02772], [0.78074, -0.93203, -1.76868], [1.42621, -0.27100, -2.60774], [1.90021, 1.05043, -2.44442], [2.66168, 1.62529, -3.47346], [3.16893, 2.87404, -3.29585], [2.94548, 3.59248, -2.11708], [2.19363, 3.04654, -1.10487], [1.65574, 1.76402, -1.24939], [0.92842, 1.26600, -0.27275], [3.98075, 3.47668, -4.36878], [4.08324, 2.85190, -5.40209], [4.56111, 4.50672, -4.10549], [1.64425, -0.77887, -3.54952], [2.84983, 1.09368, -4.39781], [3.37428, 4.58100, -2.02396], [1.99699, 3.58854, -0.18980], [-5.22467, 1.06692, -2.28702], [-4.02158, 0.75088, -1.79836], [-3.24944, 1.75174, -1.24028], [-1.99889, 1.42543, -0.73677], [-1.57268, 0.11053, -0.81513], [-2.35268, -0.89174, -1.36493], [-3.60011, -0.56331, -1.87407], [-3.62505, 2.76521, -1.20428], [-1.38115, 2.19435, -0.29450], [-2.00498, -1.91506, -1.41404], [-4.24087, -1.31101, -2.32232], [3.27279, -0.64407, 0.18086], [2.10156, -1.19889, 0.85416], [3.89940, -1.40881, -0.04488], [3.77425, -0.05615, 0.83695], [2.12113, -0.94817, 1.83964], [2.16052, -2.21228, 0.83077], [-3.20460, -3.76407, 6.88654], [-2.46628, -3.01454, 5.33026], [-2.18437, -1.65501, 5.30168], [-1.64016, -1.10621, 4.15646], [-1.38613, -1.91883, 3.05395], [-1.67799, -3.28034, 3.09131], [-2.21896, -3.83424, 4.23592], [-0.81245, -1.33942, 1.85049], [-0.45617, -0.10167, 1.78321], [-0.59661, -2.00880, 0.78325], [-2.39308, -1.03977, 6.16530], [-1.41567, -0.04873, 4.10815], [-1.48392, -3.89623, 2.22238], [-2.45212, -4.88841, 4.28473]], "forces_ev_per_angstrom": [[0.092, -0.577, 0.151], [-0.102, -0.255, 0.221], [0.004, -0.061, -0.024], [-0.019, -0.036, 0.029], [-0.065, -0.134, -0.165], [-0.069, 0.246, -0.049], [0.027, 0.064, 0.017], [0.011, 0.157, 0.037], [-0.235, -0.207, 0.096], [0.285, 0.477, 0.179], [0.569, -0.309, 0.252], [-0.201, 0.077, -0.085], [-0.222, 0.149, -0.058], [0.013, -0.036, -0.041], [-0.005, -0.005, 0.024], [-0.009, -0.005, 0.006], [0.031, 0.008, -0.029], [-0.014, 0.000, -0.004], [-0.028, 0.015, -0.018], [-0.016, 0.046, -0.001], [0.016, 0.054, -0.021], [-0.154, 0.095, 0.097], [0.082, -0.068, -0.088], [-0.024, -0.060, -0.026], [-0.008, -0.011, 0.001], [-0.007, -0.008, 0.021], [-0.014, -0.002, 0.021], [0.005, 0.025, 0.015], [-0.058, -0.133, -0.057], [0.054, 0.232, -0.098], [0.058, 0.014, 0.031], [-0.030, 0.048, 0.002], [0.036, -0.018, 0.044], [-0.126, -0.035, -0.056], [-0.008, -0.009, 0.019], [-0.021, -0.038, 0.035], [0.018, 0.064, -0.024], [-0.007, 0.056, 0.073], [0.001, 0.029, -0.047], [-0.042, -0.105, -0.002], [0.020, -0.003, -0.066], [0.026, 0.098, -0.135], [0.039, -0.113, -0.178], [0.103, 0.270, -0.122], [0.004, -0.007, -0.008], [-0.005, -0.019, 0.004], [-0.004, 0.016, 0.030], [0.003, 0.013, -0.001]], "nbo_charge": [1.4722, -0.5833, 0.4818, -0.3147, -0.0754, -0.0310, -0.0821, -0.2970, 0.5201, -0.6720, 0.5343, -0.3591, -0.3507, 0.1909, 0.2627, 0.2666, 0.2475, -0.3030, 0.4235, -0.2659, -0.2184, -0.1080, -0.2291, -0.2635, 0.2471, 0.2388, 0.2410, 0.2476, -0.6589, -0.7029, 0.3658, 0.3689, 0.3848, 0.3911, 0.1257, -0.0461, -0.2439, -0.1324, -0.1633, -0.1480, -0.2305, 0.7695, -0.6251, -0.6439, 0.2448, 0.2401, 0.2400, 0.2435], "multiplicity": 4, "homo_ev": [-12.0, -12.0], "charge": 1, "relative_energy_ev": 0.2333, "gap_ev": [7.29, 7.32]}

***

3.
{"formula": "C13H28BBr12FNO", "method": "the ωB97M-V functional and the def2-TZVPD basis", "species": ["C", "B", "O", "N", "F", "H", "H", "H", "H", "Br", "C", "C", "Br", "H", "H", "H", "H", "Br", "C", "C", "Br", "H", "H", "H", "H", "Br", "C", "C", "Br", "H", "H", "H", "H", "Br", "C", "C", "Br", "H", "H", "H", "H", "Br", "C", "C", "Br", "H", "H", "H", "H", "Br", "C", "C", "Br", "H", "H", "H", "H"], "coordinates": [[-0.15481, 1.28671, 2.04828], [0.43982, 0.07358, 2.98695], [-0.05254, -1.31577, 2.78198], [1.52232, 0.35267, 4.03981], [2.66847, 0.44641, 3.27786], [-0.20247, 0.93220, 0.90978], [-1.26831, 1.46726, 2.38451], [0.54348, 2.22311, 2.20288], [0.36537, -1.58710, 1.89008], [-3.85856, 4.12431, 1.25651], [-2.51735, 5.15949, 2.22244], [-1.46117, 5.69636, 1.28477], [-0.20216, 4.30014, 0.76540], [-2.11395, 4.50939, 3.00371], [-3.07214, 5.97879, 2.68823], [-0.85264, 6.45620, 1.78345], [-1.87214, 6.11472, 0.36183], [0.47629, -1.30360, -1.25580], [-0.82474, 0.03791, -1.81358], [-0.36365, 0.76353, -3.05610], [1.01235, 2.08030, -2.63537], [-0.98640, 0.70066, -0.95897], [-1.74283, -0.52213, -2.01224], [-1.18405, 1.33994, -3.49318], [0.05327, 0.09866, -3.81759], [4.31492, -2.80710, 2.26322], [4.51747, -1.98358, 4.01942], [5.97007, -1.92305, 4.43083], [6.60831, -3.66680, 5.02775], [3.89343, -2.55356, 4.71326], [4.10521, -0.97655, 3.91018], [6.09972, -1.26284, 5.29318], [6.63587, -1.59785, 3.62666], [-3.87941, -3.50405, 2.73756], [-4.37498, -1.74532, 3.41928], [-3.58262, -0.65246, 2.74046], [-1.76477, -0.55877, 3.44113], [-4.23603, -1.77239, 4.50357], [-5.44087, -1.64429, 3.19639], [-4.01893, 0.32817, 2.95099], [-3.50087, -0.78389, 1.65797], [1.39345, -4.77147, -4.81599], [0.75649, -5.81385, -3.29573], [0.67767, -4.96728, -2.04670], [2.44630, -4.67762, -1.27705], [1.42470, -6.67363, -3.19566], [-0.23757, -6.16389, -3.58785], [0.10949, -5.48221, -1.26673], [0.23884, -3.98047, -2.21806], [-2.30054, 1.54637, -6.95370], [-0.38161, 1.75984, -6.67874], [-0.02880, 3.19801, -6.37844], [-0.05217, 4.28402, -7.99842], [0.11432, 1.36877, -7.57140], [-0.14377, 1.11810, -5.82574], [0.99494, 3.27344, -6.00081], [-0.70974, 3.67250, -5.66646]], "forces_ev_per_angstrom": [[0.266, 0.250, -1.074], [3.458, 1.153, 1.079], [7.624, -1.853, -3.840], [-5.306, -1.795, 0.805], [3.212, 1.185, -2.435], [0.129, 1.016, 2.032], [2.623, 0.447, -0.998], [-1.549, -1.995, -0.511], [-0.532, 0.381, 1.823], [0.066, -0.042, 0.071], [-0.168, 0.133, 0.078], [0.393, 0.004, -0.090], [-0.280, 0.452, -0.192], [0.003, 0.118, -0.278], [0.116, -0.106, -0.109], [-0.187, -0.120, -0.005], [-0.033, -0.107, 0.296], [-0.014, 0.174, 0.040], [-0.125, -0.302, -0.007], [-0.094, 0.237, -0.034], [0.002, -0.089, -0.132], [0.089, -0.071, -0.243], [0.142, 0.144, -0.045], [0.048, -0.126, 0.127], [-0.087, 0.030, 0.301], [-0.005, -0.057, 0.077], [-0.051, 0.266, -0.045], [-0.103, 0.118, 0.122], [0.167, -0.069, -0.022], [0.213, 0.164, -0.182], [-0.083, -0.126, 0.005], [-0.116, -0.121, -0.160], [-0.240, -0.128, 0.148], [0.016, -0.065, 0.069], [-0.374, 0.177, -0.158], [-0.526, 1.179, 1.064], [-8.560, -0.116, 2.583], [0.100, 0.052, -0.327], [0.133, -0.091, 0.010], [-0.440, -0.222, -0.173], [0.043, -0.104, 0.278], [0.045, -0.087, 0.030], [-0.205, -0.025, -0.111], [0.084, -0.114, 0.246], [-0.159, 0.093, -0.077], [-0.129, 0.280, 0.049], [0.148, 0.091, 0.097], [0.077, 0.045, -0.185], [0.124, -0.273, -0.039], [0.087, -0.025, -0.043], [-0.057, -0.139, 0.167], [0.273, 0.082, 0.005], [-0.079, -0.002, 0.071], [-0.109, 0.201, 0.216], [0.010, 0.208, -0.155], [-0.216, -0.100, -0.032], [0.139, -0.210, -0.185]], "nbo_charge": [-1.0380, 0.9662, -1.0255, -0.7216, -0.3550, 0.1697, 0.2296, 0.2360, 0.4984, -0.0282, -0.4444, -0.4641, 0.0214, 0.2457, 0.2204, 0.2257, 0.2247, -0.0048, -0.4579, -0.4541, -0.0082, 0.2523, 0.2277, 0.2254, 0.2232, -0.0445, -0.4611, -0.4307, -0.0550, 0.2348, 0.2887, 0.2261, 0.2253, -0.0443, -0.4289, -0.5080, 0.1706, 0.2301, 0.2084, 0.2187, 0.2097, -0.0263, -0.4424, -0.4618, -0.0023, 0.2304, 0.2240, 0.2323, 0.2438, -0.0223, -0.4462, -0.4491, -0.0253, 0.2341, 0.2294, 0.2404, 0.2370], "homo_ev": -2.1, "charge": -1, "relative_energy_ev": 3.9985, "gap_ev": 3.86}